(1)
ORCA calculation (ωB97M-V/def2-TZVPD) on one molecule with the formula C6H15N at a distorted geometry.

```
22
Properties=species:S:1:pos:R:3:nbo_charge:R:1
C -0.0388 0.5196 -0.7916 -0.027
C -0.7288 -0.1881 0.3486 -0.221
C 1.5295 0.8729 -0.2942 -0.404
C -2.2908 -0.4926 -0.1501 -0.618
C -0.1250 -1.4947 0.8465 -0.621
C 1.7638 1.3795 1.1170 -0.621
N 0.0355 -0.1965 -2.0363 -0.845
H -0.5181 1.4868 -0.9681 0.191
H -0.8579 0.5031 1.1856 0.202
H -0.8542 -0.2201 -2.5257 0.365
H 0.4041 -1.1359 -1.9299 0.356
H 2.1706 0.0055 -0.4864 0.194
H 1.8565 1.6460 -1.0014 0.204
H -2.3219 -1.3711 -0.8012 0.199
H -2.7300 0.3643 -0.6685 0.201
H -2.8961 -0.6984 0.7378 0.206
H -0.8747 -2.0866 1.3812 0.215
H 0.2674 -2.1085 0.0322 0.198
H 0.6918 -1.3079 1.5476 0.210
H 1.8033 0.5523 1.8315 0.199
H 2.7292 1.8940 1.1888 0.215
H 0.9845 2.0767 1.4365 0.203
```

- E_LUMO (hartree) = 0.0396
- maximum force (eV Å⁻¹) = 3.65
- energy (Ha) = -292.3438
- Kohn-Sham gap (Eh) = 0.370
- relative energy (zero: lowest compared OMol25 entry of this formula, charge and spin) (kJ/mol) = 66.1
- SMILES = CC[C@@H](N)C(C)C

(2)
ORCA calculation (ωB97M-V/def2-TZVPD) on one molecule with the formula C6H8.

```
14
Properties=species:S:1:pos:R:3:nbo_charge:R:1
C 2.2948 -1.6920 -0.2512 -0.273
C 1.6505 -0.7987 0.2372 0.021
C 0.8209 0.2447 0.8537 -0.488
C -0.2321 0.8407 -0.0811 -0.221
C -1.6940 0.6305 0.2058 -0.414
C -1.0520 -0.0475 -0.9693 -0.416
H 2.8669 -2.4893 -0.6724 0.238
H 0.3364 -0.1888 1.7375 0.233
H 1.4675 1.0456 1.2312 0.241
H 0.0392 1.8079 -0.4976 0.216
H -2.3883 1.4459 0.0231 0.215
H -1.9507 0.0085 1.0609 0.209
H -0.8668 -1.1169 -0.9105 0.222
H -1.2924 0.3094 -1.9671 0.217
```

- E_LUMO (hartree) = 0.0442
- maximum force (eV Å⁻¹) = 0.51
- energy (Ha) = -233.3186
- Kohn-Sham gap (Eh) = 0.408
- relative energy (zero: lowest compared OMol25 entry of this formula, charge and spin) (kJ/mol) = 179.7
- SMILES = C#CCC1CC1

(3)
ORCA calculation (ωB97M-V/def2-TZVPD) on a 5-piece molecular cluster, C2H12O6 overall at a distorted geometry.

```
20
Properties=species:S:1:pos:R:3:nbo_charge:R:1
O 0.4822 0.3794 0.7184 -0.689
C 0.1914 1.1621 -0.1643 0.863
O 0.3422 0.7799 -1.4724 -0.718
C -0.0529 2.6091 -0.1170 -0.733
H 0.1657 -0.1921 -1.5268 0.508
H -1.0984 2.9079 -0.0691 0.252
H 0.4054 3.1848 -0.9158 0.250
H 0.3807 3.0192 0.8000 0.231
H -0.6633 -0.5987 2.0926 0.485
H 0.2394 -1.8009 2.5990 0.467
O -0.3211 -1.0660 2.8745 -0.954
H -0.2244 -2.4739 -2.3545 0.487
H 0.7468 -2.0467 -1.2221 0.513
O -0.1212 -1.8540 -1.6397 -0.990
H 2.5038 -2.2265 0.5212 0.489
H 1.5765 -0.9063 0.1976 0.514
O 2.0659 -1.6898 -0.1294 -1.005
H -2.6169 0.7334 0.4098 0.474
H -1.9280 -0.4359 -0.2483 0.485
O -2.0738 0.5151 -0.3535 -0.930
```

- E_LUMO (hartree) = 0.0152
- maximum force (eV Å⁻¹) = 3.45
- energy (Ha) = -534.8563
- Kohn-Sham gap (Eh) = 0.408
- relative energy (zero: lowest compared OMol25 entry of this formula, charge and spin) (kJ/mol) = 71.5
- SMILES = CC(=O)O.O.O.O.O

(4)
ORCA calculation (ωB97M-V/def2-TZVPD) on C56H44INO5P3RuTe as an isolated structure.

```
112
Properties=species:S:1:pos:R:3:lowdin_spin:R:1
Ru 0.7294 -0.8196 -0.0635 0.818
C 1.0198 1.5707 3.1154 0.000
C 1.4572 0.6151 4.1724 0.001
C 1.9120 1.1067 5.3946 0.000
C 2.3080 0.2636 6.4177 0.001
C 2.2486 -1.1061 6.2202 0.001
C 1.8153 -1.6047 5.0013 0.004
C 1.4248 -0.7640 3.9533 0.014
P 0.7742 -1.5111 2.3739 0.044
C 1.5272 -3.1823 2.5554 0.004
C 2.9179 -3.1212 2.4109 0.002
C 3.7078 -4.2499 2.5011 0.000
C 3.1074 -5.4817 2.7066 0.002
C 1.7316 -5.5536 2.8372 0.000
C 0.9145 -4.4209 2.7811 0.002
C -0.5657 -4.6425 2.9794 0.000
C -0.9947 -1.6073 2.7680 -0.002
C -1.6246 -1.3725 3.9796 0.000
C -3.0141 -1.3924 4.0394 -0.001
C -3.7512 -1.6442 2.8907 0.001
C -3.1191 -1.8635 1.6736 -0.001
C -1.7298 -1.8419 1.5967 0.001
C -0.9442 -2.1141 0.3592 -0.012
H 1.4527 2.5599 3.2661 0.000
H -0.0663 1.6832 3.1028 0.000
H 1.3360 1.1964 2.1442 0.000
H 1.9606 2.1814 5.5294 0.000
H 2.6666 0.6734 7.3546 0.000
H 2.5528 -1.7925 7.0010 0.000
H 1.7880 -2.6758 4.8692 0.000
H 3.3810 -2.1579 2.2183 0.001
H 4.7796 -4.1612 2.3802 0.000
H 3.7038 -6.3851 2.7569 0.000
H 1.2612 -6.5173 2.9991 0.000
H -0.7365 -5.6750 3.2869 0.000
H -1.1296 -4.4699 2.0624 0.000
H -0.9868 -3.9907 3.7432 0.000
H -1.0376 -1.1690 4.8685 0.000
H -3.5185 -1.1996 4.9793 0.000
H -4.8347 -1.6403 2.9375 0.000
H -3.7003 -2.0314 0.7735 0.000
H -1.6336 -2.2253 -0.4753 0.002
H -0.4960 -3.1099 0.4818 -0.001
O 6.9003 1.0802 -0.9570 -0.001
C 5.7358 0.8299 -0.7302 0.000
C 5.1763 0.2401 0.5488 0.004
O 5.8116 -0.0541 1.5488 0.004
C 3.7354 0.1296 0.3213 0.011
C 3.4082 0.5256 -0.9984 0.004
O 2.1983 0.4926 -1.4051 0.036
C 4.5745 1.0713 -1.6760 -0.001
O 4.6391 1.6340 -2.7588 -0.005
O 2.8310 -0.2316 1.1371 0.078
Te 0.8896 2.4652 -3.0475 0.000
C -0.4859 3.4227 -4.3625 0.000
C -0.0053 4.2129 -5.4077 0.000
C -0.8945 4.8235 -6.2746 0.000
N -2.2211 4.7048 -6.1983 0.000
C -2.6761 3.9322 -5.2110 0.000
C -1.8700 3.2858 -4.2895 0.000
C -0.4801 1.2996 -2.0080 0.013
P -0.3746 1.2991 -0.2222 -0.013
C -2.0908 1.6026 0.4014 -0.002
C -2.4771 1.2743 1.6948 0.000
C -3.7334 1.6218 2.1728 0.000
C -4.6318 2.2927 1.3575 0.000
C -4.2656 2.6137 0.0558 0.000
C -3.0059 2.2713 -0.4099 0.000
C 0.3836 2.8985 0.3139 -0.003
C 1.7679 2.9933 0.4433 0.000
C 2.3808 4.1884 0.7781 0.000
C 1.6156 5.3254 0.9973 0.000
C 0.2363 5.2454 0.8861 0.000
C -0.3739 4.0438 0.5495 0.000
P -0.2293 -0.4500 -2.2009 0.009
C -1.8508 -1.2542 -2.5568 -0.004
C -3.0356 -0.5342 -2.5229 -0.001
C -4.2496 -1.1591 -2.7897 0.000
C -4.2832 -2.5089 -3.0982 -0.001
C -3.0964 -3.2345 -3.1461 0.000
C -1.8905 -2.6119 -2.8779 -0.001
C 0.4915 -0.7445 -3.8669 0.002
C -0.2680 -0.2605 -4.9393 0.000
C 0.1761 -0.3996 -6.2403 0.000
C 1.3909 -1.0300 -6.4926 0.000
C 2.1490 -1.5023 -5.4365 0.000
C 1.7057 -1.3561 -4.1256 0.000
H 1.0600 4.3486 -5.5598 0.000
H -0.5173 5.4410 -7.0855 0.000
H -3.7559 3.8226 -5.1522 0.000
H -2.3066 2.6517 -3.5267 0.000
H -1.8010 0.7325 2.3398 0.000
H -4.0086 1.3491 3.1843 0.000
H -5.6142 2.5583 1.7303 0.000
H -4.9575 3.1373 -0.5938 0.000
H -2.6983 2.5240 -1.4179 0.000
H 2.3785 2.1161 0.2994 0.000
H 3.4599 4.2216 0.8631 0.000
H 2.0908 6.2648 1.2535 0.000
H -0.3776 6.1219 1.0588 0.000
H -1.4522 4.0188 0.4751 0.000
H -2.9910 0.5228 -2.2929 0.000
H -5.1674 -0.5838 -2.7550 0.000
H -5.2280 -2.9981 -3.3039 0.000
H -3.1137 -4.2899 -3.3898 0.000
H -0.9652 -3.1793 -2.9017 0.000
H -1.2058 0.2481 -4.7460 0.000
H -0.4177 -0.0032 -7.0552 0.000
H 1.7465 -1.1361 -7.5109 0.000
H 3.1048 -1.9771 -5.6204 0.000
H 2.3176 -1.6994 -3.3039 0.000
I 2.1168 -3.0568 -0.8886 -0.012
```

- E_LUMO (alpha / beta) (hartree) = 0.1437 / 0.1437
- total charge = -2
- maximum force (eV Å⁻¹) = 0.42
- energy (Ha) = -4276.1221
- Kohn-Sham gap (alpha / beta) (Eh) = 0.220 / 0.218
- relative energy (zero: lowest compared OMol25 entry of this formula, charge and spin) (kJ/mol) = 0.0
- multiplicity = 2

Question: Which formula does entry 4 have?
Answer: C56H44INO5P3RuTe

Question: What is the maximum force in the second record?
Answer: 0.51 eV Å⁻¹

Question: The highest energy belongs to which entry?
Answer: C6H8